No. 1
Formula: C2H7BO2S
Source: the Open Molecules 2025 dataset
Level of theory: ωB97M-V/def2-TZVPD

Structure (XYZ):
```
13
Properties=species:S:1:pos:R:3:forces:R:3:nbo_charge:R:1
O -1.3345 -1.0598 0.5830 0.83 -0.20 0.46 -0.9036
B -1.3863 0.1991 0.0705 3.66 -0.43 0.50 1.0992
O -2.4457 0.7210 -0.5208 -2.30 -0.28 -1.14 -0.8714
C 0.1598 0.8073 0.2183 -0.43 1.23 -3.62 -0.7438
C 1.2452 -0.0241 -0.5845 -0.47 -2.94 1.79 -0.4959
S 2.9156 -0.0272 0.1817 0.77 1.62 -1.85 -0.0640
H -2.0760 -1.6322 0.5992 -1.20 -0.65 -0.04 0.4836
H -3.1236 0.0091 -0.6814 0.74 1.32 0.26 0.4884
H 0.3349 1.8415 -0.2507 -0.66 -1.03 1.42 0.2236
H 0.3862 0.7445 1.2517 0.46 0.30 0.94 0.2330
H 0.9646 -1.1578 -0.5362 0.29 2.07 -0.63 0.2208
H 1.5573 0.2633 -1.6009 -0.94 0.08 0.32 0.2272
H 2.8025 -0.6846 1.2700 -0.75 -1.10 1.59 0.1029
```
Forces are in eV/Å.

The LUMO energy comes out at 0.1 eV. As for the orbital gap: 8.8 eV. As for the energy above the lowest of the compared OMol25 structures with the same formula, charge and spin: 0.00 kcal per mole. For the calculated total energy, the calculation gives -17796.0104 eV. As for the SMILES: OB(O)CCS. Its total charge is 0. For the HOMO energy, the calculation gives -8.68 eV.

***

No. 2
Formula: C2H7Br2N2
Source: the Open Molecules 2025 dataset
Level of theory: ωB97M-V/def2-TZVPD

Structure (XYZ):
```
13
Properties=species:S:1:pos:R:3:forces:R:3:nbo_charge:R:1
C -1.2174 -1.1697 1.1489 -0.93 -2.55 -1.69 -0.0143
C 0.6946 1.1113 0.2361 1.10 -1.11 0.19 -0.4590
N -1.4052 -1.9964 0.0774 0.59 -0.33 2.69 -0.7205
N 1.1052 1.6499 -1.1250 2.45 0.24 1.88 -0.7288
Br -1.7683 0.5233 0.8109 -0.56 -0.85 1.52 0.3844
Br 1.6223 -0.6729 0.5839 -0.58 1.02 -0.31 -0.0597
H -1.0084 -1.7538 2.1204 -0.32 1.85 -1.35 0.2844
H 1.2350 1.6893 0.9579 0.22 0.61 0.35 0.1714
H -1.3025 -3.0059 0.1576 0.13 0.43 0.22 0.4240
H -1.5823 -1.6701 -0.8329 -0.30 0.69 -0.98 0.4097
H 1.6039 0.9285 -1.6331 -0.01 -0.05 -0.47 0.4441
H 1.7591 2.4478 -0.9483 -0.75 -0.59 -0.84 0.4365
H 0.2638 1.9186 -1.5537 -1.04 0.64 -1.21 0.4279
```
Forces are in eV/Å.

The LUMO energy (spin up / spin down) comes out at -4.3 / -4.3 eV. As for the orbital gap (spin up / spin down): 6.9 / 6.9 eV. As for the energy above the lowest of the compared OMol25 structures with the same formula, charge and spin: 74.38 kcal per mole. For the calculated total energy, the calculation gives -145241.9200 eV. Its total charge is +1. For the HOMO energy (spin up / spin down), the calculation gives -11.24 / -11.24 eV.

***

No. 3
Formula: C2H7Br2N2
Source: the Open Molecules 2025 dataset
Level of theory: ωB97M-V/def2-TZVPD

Structure (XYZ):
```
13
Properties=species:S:1:pos:R:3:forces:R:3:nbo_charge:R:1
C 1.0638 -0.6549 0.0176 -0.36 -0.29 -0.11 -0.0119
C -0.8022 -0.2002 0.1326 4.78 -0.51 -2.21 -0.1952
N 1.5853 -1.6550 0.8862 -2.25 1.38 -1.87 -0.8314
N -0.9127 1.0777 -0.7707 -2.66 0.83 3.85 -0.7479
Br 2.0448 1.1459 0.3173 -0.72 -0.70 -0.28 -0.0839
Br -1.4681 0.1632 1.8250 -0.11 -0.12 0.02 0.2025
H 1.2025 -0.9233 -1.0912 -0.24 0.43 1.80 0.2276
H -1.1548 -1.0218 -0.4728 -0.83 -0.20 0.48 0.2394
H 2.2922 -2.3298 0.6878 0.24 -0.09 -1.10 0.4238
H 1.6188 -1.4162 1.8280 -0.12 0.63 1.80 0.3908
H -0.5144 1.1275 -1.6965 0.09 -0.41 -0.45 0.4607
H -0.5046 1.8350 -0.1629 0.21 -0.58 -0.89 0.4655
H -1.9716 1.3103 -0.6944 1.97 -0.37 -1.04 0.4602
```
Forces are in eV/Å.

The LUMO energy comes out at -3.6 eV. As for the orbital gap: 9.9 eV. As for the energy above the lowest of the compared OMol25 structures with the same formula, charge and spin: 21.61 kcal per mole. For the calculated total energy, the calculation gives -145244.2086 eV. Its total charge is +1. For the HOMO energy, the calculation gives -13.50 eV.

***

No. 4
Formula: C2H7BrN
Source: the Open Molecules 2025 dataset
Level of theory: ωB97M-V/def2-TZVPD

Structure (XYZ):
```
11
Properties=species:S:1:pos:R:3:forces:R:3:nbo_charge:R:1
C -1.1453 0.5662 -1.1642 0.56 -0.39 0.67 -0.4198
C 1.2002 0.6295 -0.7580 0.90 0.95 -0.70 0.1296
N 0.1091 0.0989 -0.4431 -2.82 1.24 -1.98 -0.3830
Br 0.5029 -2.0179 3.1593 0.00 -0.40 1.01 -0.2581
H -1.9027 0.7217 -0.3876 0.24 0.27 -0.23 0.2506
H -0.8624 1.4841 -1.6918 -0.48 -0.37 0.11 0.2317
H -1.5009 -0.2215 -1.8065 -0.02 -0.18 -0.41 0.2477
H 1.9821 0.5129 -0.0344 0.96 -0.20 -0.30 0.2390
H 1.2718 1.2647 -1.7242 -0.05 -1.04 1.98 0.2511
H -0.1064 -0.5255 0.3088 0.70 -0.31 0.90 0.4512
H 0.4516 -2.5129 4.5417 0.01 0.42 -1.07 0.2600
```
Forces are in eV/Å.

The LUMO energy comes out at -5.3 eV. As for the orbital gap: 8.8 eV. As for the energy above the lowest of the compared OMol25 structures with the same formula, charge and spin: 11.81 kcal per mole. For the calculated total energy, the calculation gives -73712.0734 eV. Its total charge is +1. For the HOMO energy, the calculation gives -14.19 eV.

***

No. 5
Formula: C2H7ClOP
Source: the Open Molecules 2025 dataset
Level of theory: ωB97M-V/def2-TZVPD

Structure (XYZ):
```
12
Properties=species:S:1:pos:R:3:forces:R:3:nbo_charge:R:1
C -0.1672 -1.4633 -0.2314 -2.89 -0.05 -0.71 -1.0705
C 0.0812 1.3821 0.8722 2.67 -1.17 3.20 -1.0030
O 0.7383 0.7872 -1.5880 1.97 0.26 -2.52 -0.9899
P 0.7253 0.0865 -0.2072 1.03 0.68 1.42 1.8460
Cl 2.6836 -0.1345 0.2424 -0.87 -0.33 0.03 -0.1650
H 0.2462 -2.3053 0.2790 1.15 -0.38 0.11 0.3099
H -0.4004 -1.7307 -1.3271 0.41 0.40 1.66 0.3132
H -1.1822 -1.4182 0.3556 1.64 0.63 -1.30 0.3122
H 0.9028 2.1940 1.0429 -1.66 -1.50 -0.43 0.3060
H -0.3221 0.9817 1.8783 1.22 0.36 -1.33 0.2911
H -0.7874 1.7249 0.4677 -2.28 1.45 -1.71 0.2716
H 1.6079 0.8545 -2.1548 -2.39 -0.34 1.58 0.5784
```
Forces are in eV/Å.

The LUMO energy comes out at -3.8 eV. As for the orbital gap: 13.0 eV. As for the energy above the lowest of the compared OMol25 structures with the same formula, charge and spin: 22.17 kcal per mole. For the calculated total energy, the calculation gives -26040.3061 eV. Its total charge is +1. For the HOMO energy, the calculation gives -16.80 eV.

***

No. 6
Formula: C2H7ClSi2
Source: the Open Molecules 2025 dataset
Level of theory: ωB97M-V/def2-TZVPD

Structure (XYZ):
```
12
Properties=species:S:1:pos:R:3:forces:R:3:nbo_charge:R:1
C 1.9549 1.7651 -0.1665 -0.90 -0.08 2.22 -1.1709
Si 1.0464 0.3319 0.4155 -0.10 1.00 -2.40 1.2544
C -0.0403 -1.0161 -0.5317 0.81 1.65 0.51 -1.2964
Si -1.8966 -0.9234 0.1791 4.00 -0.83 -1.09 1.0818
Cl -2.4839 0.9619 0.0128 -0.61 1.36 0.26 -0.3411
H 1.5947 2.4137 -0.9781 0.43 -0.90 -0.19 0.2381
H 2.5497 2.4114 0.5816 -1.00 -1.37 -1.01 0.2402
H 0.7557 -0.0949 1.7456 0.66 -0.01 1.35 -0.2064
H 0.4934 -1.9719 -0.3240 -0.58 0.42 0.06 0.2585
H 0.1314 -0.7872 -1.5965 -0.60 -0.25 0.18 0.2529
H -2.5273 -1.6589 -0.8480 -1.27 -0.94 -0.29 -0.1605
H -1.5781 -1.4316 1.5104 -0.84 -0.05 0.41 -0.1504
```
Forces are in eV/Å.

The LUMO energy comes out at 0.4 eV. As for the orbital gap: 8.4 eV. As for the energy above the lowest of the compared OMol25 structures with the same formula, charge and spin: 49.81 kcal per mole. For the calculated total energy, the calculation gives -30463.5422 eV. As for the SMILES: C=[SiH]C[SiH2]Cl. Its total charge is 0. For the HOMO energy, the calculation gives -8.05 eV.

***

No. 7
Formula: C2H7ErO3
Source: the Open Molecules 2025 dataset
Level of theory: ωB97M-V/def2-TZVPD

Structure (XYZ):
```
13
Properties=species:S:1:pos:R:3:forces:R:3:lowdin_spin:R:1
O -0.4958 1.4976 -0.2549 0.67 0.09 1.38 0.0584
Er -0.8634 0.8069 -2.3859 0.19 0.31 0.96 2.9705
H 0.2393 1.0753 0.2764 -1.04 0.41 -1.09 0.0027
C -1.0876 2.6985 1.1265 1.47 -1.54 -1.84 0.0137
H -1.7011 3.2603 0.4086 0.09 -0.46 1.01 0.0002
H -1.3638 1.8781 1.8039 -0.64 0.74 -0.59 0.0012
H -0.0766 3.0661 1.3595 -0.72 0.18 -0.30 0.0031
O -1.8051 3.9072 2.6968 1.08 4.25 0.37 0.5926
C -0.4656 5.5306 3.6495 0.79 0.32 1.14 0.0165
O -1.4256 5.2855 2.6509 -1.44 -4.20 -0.54 0.3248
H 0.4859 5.0290 3.4098 -0.38 0.16 -0.02 0.0098
H -0.3172 6.6191 3.6703 -0.11 -0.36 -0.10 -0.0017
H -0.8247 5.1850 4.6299 0.05 0.10 -0.37 0.0081
```
Forces are in eV/Å.

Its expectation value of S² is 6.01. Its spin multiplicity is 5. The LUMO energy (spin up / spin down) comes out at -3.3 / -6.0 eV. As for the orbital gap (spin up / spin down): 7.0 / 4.6 eV. As for the energy above the lowest of the compared OMol25 structures with the same formula, charge and spin: 48.57 kcal per mole. For the calculated total energy, the calculation gives -35935.4308 eV. Its total charge is +1. For the HOMO energy (spin up / spin down), the calculation gives -10.33 / -10.62 eV.

***

No. 8
Formula: C2H7FN
Source: the Open Molecules 2025 dataset
Level of theory: ωB97M-V/def2-TZVPD

Structure (XYZ):
```
11
Properties=species:S:1:pos:R:3:forces:R:3:nbo_charge:R:1
C -0.7344 -0.3188 -0.6656 -3.71 3.62 -1.23 -0.5169
H 0.0425 1.6434 -0.3069 0.26 -0.27 0.44 0.1545
F 0.3533 -2.4376 -0.5512 0.57 -0.48 0.20 -0.9600
C 0.3139 0.5985 -0.0588 0.22 0.21 -0.94 -0.2275
H -1.2874 -0.8769 0.1081 1.14 -0.94 -1.09 0.2415
H -0.4721 -0.5212 -1.7170 -0.07 -1.50 1.09 0.2217
H 1.2763 0.4018 -0.5796 -0.30 -0.01 0.35 0.1602
N 0.3900 0.4172 1.3798 0.82 -0.79 0.70 -0.8522
H 0.9292 1.1677 1.8018 0.06 -0.13 -0.04 0.3288
H 0.9130 -0.4747 1.5603 -0.83 0.99 -0.29 0.3773
H -1.7242 0.4007 -0.9710 1.85 -0.70 0.80 0.0726
```
Forces are in eV/Å.

The LUMO energy comes out at 4.4 eV. As for the orbital gap: 7.5 eV. As for the energy above the lowest of the compared OMol25 structures with the same formula, charge and spin: 16.27 kcal per mole. For the calculated total energy, the calculation gives -6394.1557 eV. Its total charge is -1. For the HOMO energy, the calculation gives -3.11 eV.

***

No. 9
Formula: C2H7FNO5PS
Source: the Open Molecules 2025 dataset
Level of theory: ωB97M-V/def2-TZVPD

Structure (XYZ):
```
18
Properties=species:S:1:pos:R:3:forces:R:3:lowdin_spin:R:1
C -0.2660 2.3107 0.1990 0.17 0.44 -0.66 0.0076
C -2.5917 -1.6367 0.4959 0.26 0.09 -0.33 0.0063
N 3.6482 -0.9865 -0.6391 6.37 -2.00 -4.25 0.8708
O -0.8657 -0.5199 -1.4895 -0.13 0.62 -1.29 0.0299
O 2.7627 0.6035 1.1031 1.08 3.07 0.02 0.2773
O 1.1803 -1.0335 0.0232 -3.21 -0.03 -0.37 0.1746
O -0.5372 0.9632 0.6147 1.54 0.00 0.92 0.0156
O -1.2347 -1.3032 0.8527 0.64 0.18 0.17 0.0203
F 1.9376 0.8247 -1.1186 1.36 -0.65 -0.26 0.0217
P -0.4013 -0.4058 -0.1224 -0.78 -0.89 -0.38 0.0643
S 2.5259 -0.2185 -0.0365 -5.70 0.85 7.85 0.4436
H 0.0702 2.3196 -0.8662 -0.23 0.26 1.02 0.0013
H 0.3292 2.9934 0.8797 0.04 -1.72 -0.58 0.0025
H -1.2499 2.6729 0.3126 -1.08 1.18 -0.59 0.0009
H -2.9509 -1.8518 1.4677 -1.19 -0.21 0.66 0.0008
H -2.5547 -2.5392 -0.0906 -0.15 -0.27 -0.32 0.0009
H -3.1805 -0.8643 -0.0490 0.75 -0.30 0.56 0.0015
H 3.3786 -1.3287 -1.5366 0.25 -0.64 -2.17 0.0600
```
Forces are in eV/Å.

Its expectation value of S² is 2.01. Its spin multiplicity is 3. The LUMO energy (spin up / spin down) comes out at 0.8 / -4.7 eV. As for the orbital gap (spin up / spin down): 5.3 / 6.3 eV. For the calculated total energy, the calculation gives -36750.3596 eV. Its total charge is 0. For the HOMO energy (spin up / spin down), the calculation gives -4.56 / -10.97 eV.

***

No. 10
Formula: C2H7FNOP
Source: the Open Molecules 2025 dataset
Level of theory: ωB97M-V/def2-TZVPD

Structure (XYZ):
```
13
Properties=species:S:1:pos:R:3:forces:R:3:nbo_charge:R:1
C 1.3229 -0.5967 0.4080 1.66 -0.11 -3.11 -0.5867
C 0.6135 0.0097 -0.7891 -3.05 -2.08 2.06 -0.7687
N 0.0236 2.5318 0.2819 2.54 -2.92 -1.74 -1.1817
O -1.9352 0.6590 0.0150 0.08 -0.13 -0.06 -1.0689
F -4.4781 -0.4865 -0.0343 -0.33 -0.13 -0.08 -0.5834
P -0.5577 1.1648 -0.0972 -0.82 0.48 -0.39 2.0831
H 1.8394 0.2453 0.7061 1.36 1.25 2.05 0.2197
H 0.6947 -1.0553 1.0487 -1.93 -1.19 2.53 0.2135
H 2.0502 -1.3236 0.0550 0.06 -0.12 -0.02 0.2179
H 0.0803 -0.7641 -1.3270 -0.12 0.25 -0.53 0.2559
H 1.3159 0.5159 -1.2801 2.51 1.96 -2.64 0.2440
H -3.7353 0.0144 -0.2717 0.46 0.12 0.19 0.5771
H -0.6127 3.0941 0.6961 -2.43 2.61 1.74 0.3782
```
Forces are in eV/Å.

The LUMO energy comes out at 0.3 eV. As for the orbital gap: 11.4 eV. As for the energy above the lowest of the compared OMol25 structures with the same formula, charge and spin: 51.69 kcal per mole. For the calculated total energy, the calculation gives -17731.3145 eV. Its total charge is 0. For the HOMO energy, the calculation gives -11.06 eV.